Molecular formula: C6H9N
Method: DFT, the ωB97M-V functional and the def2-TZVPD basis

Geometry (Å):
C  3.21751  0.54818  0.05130
C  1.85673  0.10289  -0.24964
C  0.77048  -0.38964  -0.41689
C  -0.44698  -1.19899  -0.54404
N  -1.58977  -0.79508  0.28468
C  -2.66485  -0.07169  -0.36840
C  -1.77422  0.60879  0.59919
H  3.86124  0.50366  -0.83255
H  3.64400  -0.12095  0.80266
H  3.24300  1.56641  0.45093
H  -0.73749  -1.27743  -1.59876
H  -0.16568  -2.20960  -0.23571
H  -3.66979  -0.37886  -0.08665
H  -2.53909  0.19125  -1.42062
H  -1.05463  1.32478  0.20162
H  -2.10921  0.81097  1.61425

Cartesian forces, eV/Å:
C 0.0642 0.0470 -0.0034
C -0.3308 -0.2089 0.0056
C 0.4188 0.0734 0.1450
C 0.0958 -0.1056 -0.1525
N 0.0952 -0.0744 0.0002
C -0.2441 0.0389 -0.1377
C 0.0795 0.2404 0.1318
H -0.1466 0.0623 0.0816
H 0.0282 0.0982 -0.0242
H -0.0483 -0.1308 -0.1034
H -0.0114 0.1180 0.0847
H -0.0819 0.0025 -0.0218
H 0.1471 0.0983 -0.0598
H 0.0017 -0.0778 0.1875
H -0.1101 -0.1636 0.0429
H 0.0425 -0.0178 -0.1764

For the HOMO-LUMO gap, the calculation gives 0.366 hartree. As for the SMILES: CC#CCN1CC1. The value obtained for the LUMO energy is 1.04 eV.

Molecular formula: C36H45BN13OSi2Ti
Method: DFT, the ωB97M-V functional and the def2-TZVPD basis

Geometry (Å):
Ti  11.94548  13.01990  12.14080
C  7.90050  12.29844  12.64891
C  8.95006  12.95717  12.01393
N  9.95129  13.15354  12.84905
N  9.48160  12.83177  14.13407
C  8.28484  12.28437  14.02947
B  10.29818  13.10633  15.45684
N  11.44654  14.10910  15.04258
C  12.04452  14.92796  15.84336
C  13.38811  15.13358  15.42279
C  13.54931  14.35073  14.29156
N  12.36676  13.73264  14.05518
N  11.04650  11.79154  16.02901
C  10.39404  10.69126  16.53309
C  11.34994  9.84879  17.07292
C  12.59920  10.52683  16.90812
N  12.40113  11.67684  16.30082
N  9.41725  13.55852  16.64853
C  9.69911  13.43767  18.02772
C  8.97115  14.40826  18.67864
C  8.23850  15.09676  17.66541
N  8.52312  14.59757  16.46339
H  6.96739  11.91892  12.22548
H  9.11714  13.21057  10.97035
H  7.68504  11.97591  14.88700
H  11.53775  15.35294  16.70014
H  14.13142  15.68580  15.97968
H  14.36295  14.31399  13.57269
H  9.31815  10.60922  16.39466
H  11.16711  8.89785  17.53884
H  13.59991  10.27326  17.14977
H  10.28823  12.64422  18.51871
H  9.02183  14.57279  19.73544
H  7.56328  15.92375  17.74989
C  12.29623  17.80201  12.95557
Si  10.92635  16.72490  12.12841
C  9.49701  16.59274  13.40800
C  9.99688  17.65749  10.76292
N  11.55088  15.17063  11.40906
C  12.18590  15.17607  10.20488
C  13.06284  16.29169  9.78561
C  13.82023  16.19356  8.60690
C  13.86845  14.99929  7.89065
C  13.05306  13.91474  8.28754
C  12.20948  13.95904  9.41237
N  11.52168  12.88978  9.94924
Si  10.96850  11.46919  9.03899
C  12.50512  10.37858  8.93525
C  10.40070  11.95548  7.26793
C  9.57639  10.58644  9.77726
H  12.68515  17.40217  13.88232
H  11.92676  18.82591  13.07930
H  13.10205  17.89941  12.25579
H  9.18012  17.62532  13.52700
H  9.78732  16.26603  14.42341
H  8.58857  16.06965  13.02170
H  9.70645  18.63811  11.14565
H  9.05069  17.13188  10.50572
H  10.61068  17.78636  9.85764
H  13.10159  17.21887  10.40437
H  14.41440  17.04941  8.29396
H  14.40790  14.90065  6.95021
H  13.21006  12.94335  7.75906
H  13.41839  10.92825  9.23997
H  12.62278  9.94914  7.91923
H  12.41795  9.51887  9.63467
H  9.34145  12.17270  7.24520
H  10.53326  11.14834  6.55684
H  10.96086  12.82839  6.88529
H  9.53045  9.54223  9.37152
H  8.62443  11.11949  9.59510
H  9.74301  10.53227  10.82489
N  11.91560  11.24396  12.49432
C  11.76118  9.93201  12.68897
C  12.75051  8.88497  12.34240
C  12.44532  7.54494  12.60567
C  11.16580  7.12399  13.07234
C  10.18911  8.08172  13.29160
C  10.49235  9.42546  13.22068
H  13.68548  9.24059  11.85477
H  13.23638  6.80715  12.46184
H  11.03481  6.06252  13.26913
H  9.17508  7.83637  13.58886
H  9.74505  10.17572  13.43778
N  19.13885  11.37883  10.29708
C  18.40703  11.17018  11.39662
O  18.85090  10.45127  12.28694
C  17.02721  11.85898  11.52925
C  16.55851  12.78290  10.64174
C  15.21919  13.29718  10.84843
N  14.41752  12.77295  11.77032
C  14.88292  11.85488  12.62296
C  16.19400  11.43286  12.61325
H  20.06498  10.98267  10.29682
H  18.81964  11.97839  9.55697
H  17.20376  13.27620  9.90676
H  14.92460  14.15222  10.26851
H  14.15776  11.55563  13.37282
H  16.61048  10.72386  13.36370

Cartesian forces, eV/Å:
Ti -0.8737 -3.7907 -0.7082
C -0.4042 0.1415 1.5155
C -0.0485 -0.9339 -0.3340
N -0.6161 0.9152 2.1957
N 1.3576 0.0277 -0.5582
C -1.4650 -0.0357 -1.8742
B 0.8620 -1.2708 0.2633
N 0.5901 -1.9045 -1.9507
C 2.3891 1.5971 1.2008
C -0.7249 0.1203 1.0162
C -1.8326 0.4581 0.5397
N 0.0474 0.4260 0.2169
N 0.2344 -0.3007 0.3714
C 0.9836 0.4283 -0.5955
C 0.0341 0.2342 0.0954
C -2.1645 0.2979 -0.5323
N -0.9299 1.1149 -0.8569
N -0.0108 0.8735 0.7774
C -0.4955 0.2059 -0.7653
C 0.1374 -0.2995 -0.7672
C 1.1344 -1.1127 -0.5506
N 0.4078 -0.1997 0.5597
H 0.4763 0.3310 0.2347
H -0.1771 -0.1571 0.2420
H 0.4339 0.1745 -0.2450
H 0.0349 -0.1932 -0.0113
H -0.1071 0.1176 -0.2610
H -0.2534 -0.1866 0.4094
H 0.3396 -0.1766 0.2343
H 0.0223 -0.1082 0.0014
H 0.5206 -0.4215 0.3442
H -0.1418 0.5759 -0.9057
H -0.2780 0.1080 0.2368
H -0.2075 0.1629 0.0392
C -0.9895 -0.2022 -0.8370
Si -0.5863 -0.2047 0.5921
C 0.3988 -0.6117 -0.2375
C 0.2876 -0.3473 -0.2879
N 0.2819 0.4809 -0.7438
C 1.2260 1.7782 1.4950
C -0.4655 -0.4275 -0.9084
C -0.5004 0.8583 1.6980
C -1.7707 -1.6491 -0.1724
C 1.4541 -0.0244 -1.3134
C -0.6163 -1.5011 1.1657
N 0.3113 1.1503 0.0339
Si 1.6466 0.6405 -1.3606
C 0.1332 -0.6976 0.1070
C 0.7090 0.4841 0.5066
C -1.0450 -0.6071 -0.4596
H -0.0580 -0.0847 0.2274
H -0.1471 -0.1894 0.2872
H 0.7381 -0.0099 -0.2642
H 0.0278 0.3953 -0.0420
H -0.3246 -0.2176 -0.5795
H 0.8364 0.0301 0.4383
H 0.0992 0.0578 -0.0397
H 0.6835 0.1584 0.0972
H -0.3713 0.0463 0.1611
H -0.0837 -0.9922 -0.7062
H -0.0294 -0.1648 0.0723
H 0.1891 0.0894 0.3765
H -0.4352 0.9274 0.4390
H -0.4214 -0.2248 -0.3203
H 0.1193 0.2584 0.4779
H 0.0140 0.4391 -0.3327
H -0.3178 0.3023 0.1165
H 0.2382 -0.3246 -0.0609
H -0.3414 -0.3250 0.0866
H -0.0569 0.8915 0.2720
H 0.3356 -0.4097 0.0541
H -0.0513 -0.2967 1.1089
N 0.8469 3.7976 -1.1107
C -0.8917 -3.6298 0.4260
C -1.3270 1.8349 0.4105
C -0.4243 0.2902 0.2175
C 1.5764 0.2210 -0.4981
C 0.0685 0.1839 0.4896
C 1.6347 1.0777 -1.2797
H -0.6322 -0.5917 0.5591
H -0.3073 0.0809 -0.1007
H -0.2696 0.2370 -0.1336
H 0.1269 -0.2925 0.0798
H -0.0939 -0.0137 0.0517
N -0.2148 0.5456 -0.7321
C -0.0223 -0.3790 1.6990
O -0.7995 0.5290 -0.3252
C 0.3390 -1.5270 0.9568
C -1.6276 1.5772 0.2600
C 2.1037 -1.1710 0.1450
N -0.8142 1.1187 -0.7864
C 0.5421 -0.0795 0.6817
C 0.9058 -0.4974 -0.6875
H -0.0971 0.0605 -0.1620
H 0.2281 -0.1228 -0.0674
H -0.4179 -0.3536 0.0973
H -0.5718 0.0570 -0.1587
H 0.2212 -0.2883 -0.0022
H -0.4746 0.6399 -0.7552

For the HOMO-LUMO gap (spin up / spin down), the calculation gives 0.242 / 0.192 hartree. The value obtained for the LUMO energy (spin up / spin down) is -0.46 / -1.82 eV. The expectation value of S² is 0.779. The spin multiplicity is 2.

Molecular formula: C5H4N2
Method: DFT, the ωB97M-V functional and the def2-TZVPD basis

Geometry (Å):
C  2.64996  -0.35336  -0.50351
C  1.51035  -0.33109  -0.12116
C  0.14096  -0.28798  0.37720
C  -0.90022  -1.21634  -0.17270
C  -1.96192  -0.30471  -0.33874
N  -1.68028  0.98946  -0.06172
N  -0.45404  1.05381  0.31419
H  3.65826  -0.38206  -0.85494
H  0.11656  -0.58004  1.44460
H  -2.96695  -0.51938  -0.68306
H  -0.05582  1.93993  0.59265

Cartesian forces, eV/Å:
C -0.4774 0.0356 0.1334
C 0.5186 -0.0467 -0.1279
C 0.0472 -0.0117 -0.0472
C -0.1022 0.4191 0.0447
C -0.0988 -0.2193 -0.0543
N 0.3227 -0.1468 0.0769
N -0.1633 0.0552 -0.0375
H -0.1868 -0.0033 0.0578
H -0.0036 -0.0068 -0.0517
H 0.1745 0.0276 0.0416
H -0.0310 -0.1028 -0.0357

For the HOMO-LUMO gap, the calculation gives 0.303 hartree. The value obtained for the LUMO energy is -0.51 eV.

Record order is preserved below.
ΔE to the lowest compared entry with this formula, charge and spin: 3.347; 0.000; 5.432 eV